A 6-piece molecular cluster, H12S6 overall, computed with ωB97M-V/def2-TZVPD.

Bonds (Å) are listed after each position.
Geometry (Å):
1 S -1.090 3.890 0.771  H2 1.345, H3 1.361
2 H -2.295 4.485 0.819  S1 1.345
3 H -1.466 2.705 1.326  S1 1.361
4 S -3.490 1.239 3.538  H5 1.327, H6 1.333
5 H -3.731 1.971 4.618  S4 1.327
6 H -4.320 1.985 2.811  S4 1.333
7 S -3.321 -0.821 -6.048  H8 1.344, H9 1.332
8 H -2.889 0.444 -6.178  S7 1.344
9 H -3.790 -0.633 -4.816  S7 1.332
10 S 2.633 -2.577 6.219  H11 1.315, H12 1.314
11 H 1.474 -2.127 6.649  S10 1.315
12 H 2.972 -1.514 5.525  S10 1.314
13 S 0.226 -4.947 -4.972  H14 1.348, H15 1.332
14 H 1.015 -5.913 -4.461  S13 1.348
15 H 1.143 -3.987 -4.863  S13 1.332
16 S 5.662 2.472 -0.558  H17 1.319, H18 1.324
17 H 4.709 1.562 -0.494  S16 1.319
18 H 6.557 1.765 0.113  S16 1.324

As for the net charge: 0. For the highest occupied orbital energy, the calculation gives -0.3576 hartree. Its LUMO energy is 0.5 eV. Its strongest force on any atom is 1.3 eV Å⁻¹. The value obtained for the HOMO-LUMO gap is 10.22 eV. The structure (SMILES) is S.S.S.S.S.S. The calculation puts the relative energy (zero: lowest compared OMol25 entry of this formula, charge and spin) at 0.047 eV.

=====

An isolated molecule of C3H2O3S, computed with ωB97M-V/def2-TZVPD.

Bonds (Å) are listed after each position.
Geometry (Å):
1 C 0.484 -0.968 -0.444  C3 1.579, O4 1.164, S7 1.984
2 C -0.938 0.653 0.147  C3 1.516, O5 1.162, S7 1.942
3 C 0.437 0.610 -0.489  C1 1.579, C2 1.516, H8 1.031, H9 1.049
4 O 1.031 -1.835 -0.995  C1 1.164
5 O -1.785 1.449 0.127  C2 1.162
6 O 0.072 -0.808 2.058  S7 1.468
7 S -0.886 -1.098 0.984  C1 1.984, C2 1.942, O6 1.468
8 H 1.302 0.876 0.004  C3 1.031
9 H 0.282 1.121 -1.392  C3 1.049

As for the net charge: 0. For the highest occupied orbital energy, the calculation gives -0.3418 hartree. Its LUMO energy is -0.7 eV. Its strongest force on any atom is 3.2 eV Å⁻¹. The value obtained for the HOMO-LUMO gap is 8.65 eV. The calculation puts the relative energy (zero: lowest compared OMol25 entry of this formula, charge and spin) at 3.479 eV.

=====

A 2-piece molecular cluster, C11H22FO3 overall, computed with ωB97M-V/def2-TZVPD.

Bonds (Å) are listed after each position.
Geometry (Å):
1 C 0.678 0.508 -2.857  C2 1.438, H10 1.104, H11 1.114
2 C 0.695 0.368 -1.426  C1 1.438, C3 1.440, H12 1.125
3 C 1.387 1.199 -0.475  C2 1.440, F4 1.453, C5 1.543
4 F 1.804 0.301 0.589  C3 1.453
5 C 2.692 1.805 -1.031  C3 1.543, C6 1.607, H13 1.106, H14 1.122
6 C 3.213 2.919 0.002  C5 1.607, O7 1.427, H15 1.117, H16 1.124
7 O 2.197 3.197 0.966  C6 1.427, C8 1.413
8 C 2.451 4.389 1.680  O7 1.413, C9 1.593, H17 1.117, H18 1.120
9 C 3.227 4.145 3.050  C8 1.593, H19 1.114, H20 1.108, H21 1.113
10 H 0.150 1.285 -3.436  C1 1.104
11 H 1.194 -0.283 -3.449  C1 1.114
12 H 0.139 -0.510 -0.995  C2 1.125
13 H 2.570 2.311 -2.007  C5 1.106
14 H 3.442 0.973 -1.093  C5 1.122
15 H 3.558 3.847 -0.516  C6 1.117
16 H 4.097 2.448 0.513  C6 1.124
17 H 3.000 5.160 1.087  C8 1.117
18 H 1.454 4.800 1.978  C8 1.120
19 H 4.116 4.816 3.044  C9 1.114
20 H 3.473 3.077 3.215  C9 1.108
21 H 2.586 4.471 3.899  C9 1.113
22 C -2.148 -2.610 -1.838  O23 1.420, H28 1.090, H29 1.094, H30 1.095
23 O -1.780 -2.443 -0.477  C22 1.420, C24 1.418
24 C -2.818 -1.869 0.300  O23 1.418, C25 1.519, H31 1.095, H32 1.095
25 C -3.546 -2.921 1.117  C24 1.519, O26 1.426, H33 1.095, H34 1.095
26 O -4.267 -3.826 0.283  C25 1.426, C27 1.417
27 C -3.593 -5.061 0.114  O26 1.417, H35 1.096, H36 1.093, H37 1.090
28 H -1.414 -3.261 -2.312  C22 1.090
29 H -3.137 -3.066 -1.939  C22 1.094
30 H -2.133 -1.640 -2.346  C22 1.095
31 H -3.517 -1.313 -0.334  C24 1.095
32 H -2.347 -1.157 0.986  C24 1.095
33 H -4.282 -2.424 1.757  C25 1.095
34 H -2.847 -3.462 1.764  C25 1.095
35 H -3.682 -5.662 1.026  C27 1.096
36 H -2.538 -4.917 -0.131  C27 1.093
37 H -4.072 -5.595 -0.706  C27 1.090

As for the net charge: -1. For the highest occupied orbital energy, the calculation gives -0.0426 hartree. Its LUMO energy is 3.0 eV. Its strongest force on any atom is 4.4 eV Å⁻¹. The value obtained for the HOMO-LUMO gap is 4.14 eV.

=====

An isolated molecule of C6H9N, computed with ωB97M-V/def2-TZVPD.

Bonds (Å) are listed after each position.
Geometry (Å):
1 C -0.943 -1.332 0.155  C2 1.533, H8 1.095, H9 1.093, H10 1.096
2 C -0.259 -0.122 -0.492  C1 1.533, C3 1.555, C5 1.547, C6 1.463
3 C -0.375 1.184 0.345  C2 1.555, C4 1.545, H11 1.095, H12 1.093
4 C 0.915 0.747 1.074  C3 1.545, C5 1.546, H13 1.092, H14 1.089
5 C 1.252 -0.120 -0.160  C2 1.547, C4 1.546, H15 1.095, H16 1.095
6 C -0.631 0.006 -1.901  C2 1.463, N7 1.156
7 N -0.925 0.143 -3.011  C6 1.156
8 H -0.667 -2.248 -0.379  C1 1.095
9 H -2.032 -1.237 0.150  C1 1.093
10 H -0.610 -1.443 1.192  C1 1.096
11 H -1.300 1.287 0.922  C3 1.095
12 H -0.225 2.082 -0.261  C3 1.093
13 H 1.667 1.481 1.371  C4 1.092
14 H 0.592 0.192 1.954  C4 1.089
15 H 1.805 0.479 -0.890  C5 1.095
16 H 1.736 -1.099 -0.069  C5 1.095

As for the net charge: 0. For the highest occupied orbital energy, the calculation gives -0.4080 hartree. Its LUMO energy is 0.8 eV. Its strongest force on any atom is 0.9 eV Å⁻¹. The value obtained for the HOMO-LUMO gap is 11.94 eV. The structure (SMILES) is CC1(C#N)CCC1. The calculation puts the relative energy (zero: lowest compared OMol25 entry of this formula, charge and spin) at 1.025 eV.

=====

A 2-piece molecular cluster, C2H10N2O overall, computed with ωB97M-V/def2-TZVPD.

Bonds (Å) are listed after each position.
Geometry (Å):
1 C -1.894 -1.041 0.247  O2 1.405, H3 1.091, H4 1.094, H5 1.082
2 O -0.747 -1.826 0.039  C1 1.405, H6 0.956
3 H -2.335 -1.229 1.228  C1 1.091
4 H -2.719 -1.155 -0.463  C1 1.094
5 H -1.646 0.008 0.160  C1 1.082
6 H -0.989 -2.666 -0.346  O2 0.956
7 N 0.426 0.866 -1.195  C8 1.468, H10 1.019, H11 1.016
8 C 0.765 1.316 0.160  N7 1.468, N9 1.475, H12 1.092, H13 1.095
9 N 1.879 0.623 0.834  C8 1.475, H14 1.005, H15 1.014
10 H 0.327 -0.144 -1.100  N7 1.019
11 H 1.327 0.856 -1.663  N7 1.016
12 H -0.087 1.262 0.841  C8 1.092
13 H 1.067 2.368 0.112  C8 1.095
14 H 2.734 1.106 0.620  N9 1.005
15 H 1.893 -0.343 0.526  N9 1.014

As for the net charge: 0. For the highest occupied orbital energy, the calculation gives -0.3301 hartree. Its LUMO energy is 0.8 eV. Its strongest force on any atom is 1.2 eV Å⁻¹. The value obtained for the HOMO-LUMO gap is 9.82 eV. The structure (SMILES) is NCN.CO. The calculation puts the relative energy (zero: lowest compared OMol25 entry of this formula, charge and spin) at 0.860 eV.

=====

An isolated molecule of C5H10O3, computed with ωB97M-V/def2-TZVPD.

Bonds (Å) are listed after each position.
Geometry (Å):
1 C -0.618 0.337 0.130  C2 1.512, C3 1.508, O6 1.313
2 C -1.838 -0.555 0.180  C1 1.512, H13 1.086, H14 1.091, H15 1.088
3 C -0.641 1.352 -0.986  C1 1.508, H11 1.083, H12 1.090, H16 1.095
4 C 1.357 0.405 1.103  C5 1.441, O6 1.566, O8 1.369
5 C 1.507 -0.996 0.801  C4 1.441, O7 1.635, H17 1.087, H18 1.089
6 O -0.174 0.653 1.324  C1 1.313, C4 1.566
7 O 0.730 -1.164 -0.628  C5 1.635, H9 0.966
8 O 2.073 1.322 0.383  C4 1.369, H10 0.971
9 H 0.435 -2.080 -0.720  O7 0.966
10 H 2.132 1.054 -0.549  O8 0.971
11 H 0.224 2.004 -0.969  C3 1.083
12 H -0.735 0.873 -1.960  C3 1.090
13 H -1.676 -1.372 0.877  C2 1.086
14 H -2.684 0.039 0.531  C2 1.091
15 H -2.095 -0.944 -0.803  C2 1.088
16 H -1.506 2.002 -0.818  C3 1.095
17 H 0.966 -1.652 1.478  C5 1.087
18 H 2.544 -1.279 0.624  C5 1.089

As for the net charge: 0. For the highest occupied orbital energy (alpha / beta), the calculation gives -0.2421 / -0.2421 hartree. Its LUMO energy (alpha / beta) is 0.4 / 0.4 eV. Its strongest force on any atom is 2.2 eV Å⁻¹. The value obtained for the HOMO-LUMO gap (alpha / beta) is 6.96 / 6.96 eV. The calculation puts the relative energy (zero: lowest compared OMol25 entry of this formula, charge and spin) at 5.546 eV.

=====

A 12-piece molecular cluster, H24O12 overall, computed with ωB97M-V/def2-TZVPD.

Bonds (Å) are listed after each position.
Geometry (Å):
1 O -1.798 0.234 -2.757  H2 0.957, H3 0.985
2 H -1.700 1.048 -2.264  O1 0.957
3 H -1.705 -0.387 -1.998  O1 0.985
4 O 2.704 0.784 0.916  H5 0.965, H6 0.963
5 H 3.347 0.529 0.243  O4 0.965
6 H 1.804 0.895 0.591  O4 0.963
7 O 1.217 -3.776 1.854  H8 0.961, H9 0.960
8 H 0.886 -4.674 1.772  O7 0.961
9 H 1.252 -3.482 2.767  O7 0.960
10 O 1.283 3.309 3.160  H11 0.955, H12 0.959
11 H 0.333 3.404 3.126  O10 0.955
12 H 1.658 3.671 2.354  O10 0.959
13 O -1.120 2.879 -3.994  H14 0.973, H15 0.981
14 H -2.040 2.833 -3.683  O13 0.973
15 H -1.229 1.994 -4.400  O13 0.981
16 O -2.098 -0.063 1.033  H17 0.969, H18 0.964
17 H -1.327 -0.591 1.289  O16 0.969
18 H -2.957 -0.362 1.352  O16 0.964
19 O 0.999 -2.304 -2.304  H20 0.972, H21 0.945
20 H 0.572 -2.533 -1.460  O19 0.972
21 H 0.619 -2.857 -2.970  O19 0.945
22 O -3.252 -2.818 1.480  H23 0.970, H24 0.979
23 H -3.899 -2.173 1.806  O22 0.970
24 H -2.783 -2.468 0.695  O22 0.979
25 O -0.149 3.950 -0.691  H26 0.971, H27 0.974
26 H -0.318 3.076 -1.080  O25 0.971
27 H 0.303 3.630 0.110  O25 0.974
28 O -0.609 -2.900 0.014  H29 0.975, H30 0.975
29 H -0.668 -3.855 0.204  O28 0.975
30 H -0.079 -2.639 0.789  O28 0.975
31 O 1.944 0.689 -2.124  H32 0.978, H33 0.960
32 H 2.110 -0.240 -2.381  O31 0.978
33 H 1.263 0.930 -2.757  O31 0.960
34 O 1.061 0.401 3.232  H35 0.973, H36 0.969
35 H 0.869 0.819 4.088  O34 0.973
36 H 1.965 0.731 3.114  O34 0.969

As for the net charge: 0. For the highest occupied orbital energy, the calculation gives -0.4023 hartree. Its LUMO energy is -0.1 eV. Its strongest force on any atom is 2.1 eV Å⁻¹. The value obtained for the HOMO-LUMO gap is 10.87 eV. The structure (SMILES) is O.O.O.O.O.O.O.O.O.O.O.O. The calculation puts the relative energy (zero: lowest compared OMol25 entry of this formula, charge and spin) at 2.568 eV.

=====

An isolated molecule of C22H20F2N2S2, computed with ωB97M-V/def2-TZVPD.

Bonds (Å) are listed after each position.
Geometry (Å):
1 C -4.022 -2.217 0.761  N2 1.442, H46 1.088, H47 1.093, H48 1.091
2 N -2.895 -1.381 0.428  C1 1.442, C3 1.354, C22 1.461
3 C -1.821 -1.888 -0.222  N2 1.354, S4 1.651, N5 1.375
4 S -1.602 -3.511 -0.429  C3 1.651
5 N -0.968 -0.955 -0.763  C3 1.375, C6 1.385, H21 1.012
6 C 0.417 -0.947 -0.789  N5 1.385, C7 1.393, C11 1.397
7 C 1.203 -1.951 -0.227  C6 1.393, C8 1.379, H20 1.077
8 C 2.577 -1.826 -0.210  C7 1.379, C9 1.386, H19 1.078
9 C 3.182 -0.706 -0.758  C8 1.386, C10 1.388, S14 1.783
10 C 2.414 0.282 -1.356  C9 1.388, C11 1.378, H13 1.079
11 C 1.040 0.166 -1.358  C6 1.397, C10 1.378, H12 1.081
12 H 0.439 0.945 -1.805  C11 1.081
13 H 2.883 1.141 -1.812  C10 1.079
14 S 4.958 -0.559 -0.697  C9 1.783, C15 1.829
15 C 5.043 1.132 -0.004  S14 1.829, F16 1.340, F17 1.349, H18 1.100
16 F 6.094 1.248 0.820  C15 1.340
17 F 5.203 2.067 -0.963  C15 1.349
18 H 4.119 1.357 0.549  C15 1.100
19 H 3.186 -2.595 0.237  C8 1.078
20 H 0.740 -2.821 0.206  C7 1.077
21 H -1.384 -0.061 -0.993  N5 1.012
22 C -2.939 -0.021 0.960  N2 1.461, C23 1.516, C34 1.524, H45 1.100
23 C -3.607 0.956 0.013  C22 1.516, C24 1.388, C28 1.392
24 C -3.814 0.663 -1.328  C23 1.388, C25 1.386, H33 1.081
25 C -4.429 1.585 -2.159  C24 1.386, C26 1.383, H32 1.080
26 C -4.842 2.807 -1.661  C25 1.383, C27 1.386, H31 1.079
27 C -4.649 3.102 -0.321  C26 1.386, C28 1.382, H30 1.080
28 C -4.041 2.181 0.511  C23 1.392, C27 1.382, H29 1.081
29 H -3.894 2.410 1.557  C28 1.081
30 H -4.978 4.050 0.078  C27 1.080
31 H -5.319 3.525 -2.311  C26 1.079
32 H -4.585 1.342 -3.200  C25 1.080
33 H -3.519 -0.296 -1.730  C24 1.081
34 C -1.561 0.420 1.438  C22 1.524, C35 1.391, C39 1.388
35 C -0.885 -0.405 2.332  C34 1.391, C36 1.382, H44 1.080
36 C 0.387 -0.081 2.765  C35 1.382, C37 1.385, H43 1.079
37 C 0.996 1.082 2.324  C36 1.385, C38 1.383, H42 1.080
38 C 0.322 1.918 1.453  C37 1.383, C39 1.385, H41 1.080
39 C -0.948 1.590 1.010  C34 1.388, C38 1.385, H40 1.081
40 H -1.457 2.249 0.321  C39 1.081
41 H 0.785 2.831 1.108  C38 1.080
42 H 1.989 1.335 2.664  C37 1.080
43 H 0.903 -0.738 3.448  C36 1.079
44 H -1.352 -1.316 2.676  C35 1.080
45 H -3.571 -0.081 1.859  C22 1.100
46 H -3.977 -3.126 0.163  C1 1.088
47 H -4.008 -2.497 1.818  C1 1.093
48 H -4.948 -1.682 0.543  C1 1.091

As for the net charge: 0. For the highest occupied orbital energy, the calculation gives -0.2956 hartree. Its LUMO energy is 0.5 eV. Its strongest force on any atom is 1.0 eV Å⁻¹. The value obtained for the HOMO-LUMO gap is 8.53 eV. The structure (SMILES) is CN(C(=S)Nc1ccc(SC(F)F)cc1)C(c1ccccc1)c1ccccc1.

=====

| no. | E (a.u.) |
| --- | --- |
| 1 | -2396.241333 |
| 2 | -739.323432 |
| 3 | -757.697240 |
| 4 | -288.744383 |
| 5 | -266.912658 |
| 6 | -422.052760 |
| 7 | -917.230970 |
| 8 | -1955.972467 |